Model P:
# C41H36BrGeN5O3RuSSbSe4

A molecular structure, C41H36BrGeN5O3RuSSbSe4 (ωB97M-V with the def2-TZVPD basis set, OMol25).

The charge is -2. Its spin multiplicity is 2.

Last column: Löwdin charge in e.
Atoms and positions in Å:
1 Ru 0.31 2.66 0.10  0.750
2 Br -0.78 7.52 5.51  0.645
3 C -0.40 6.02 4.41  -0.694
4 C 0.80 5.32 4.57  -0.123
5 C 1.07 4.23 3.79  -0.019
6 C 0.18 3.80 2.79  -0.382
7 O 0.46 2.74 2.09  -0.258
8 C -1.02 4.53 2.62  -0.174
9 C -2.01 4.19 1.63  -0.112
10 N -1.87 3.38 0.65  0.033
11 C -2.96 3.25 -0.24  -0.192
12 C -3.85 4.26 -0.51  -0.026
13 C -4.88 4.10 -1.47  -0.091
14 C -5.03 2.93 -2.15  -0.065
15 C -4.15 1.86 -1.89  -0.168
16 C -4.24 0.60 -2.54  -0.031
17 C -3.38 -0.40 -2.20  -0.050
18 C -2.41 -0.15 -1.21  -0.119
19 N -2.28 1.01 -0.61  0.138
20 C -3.13 2.01 -0.93  -0.173
21 C -1.31 5.63 3.46  -0.103
22 H 1.52 5.66 5.30  0.099
23 H 2.01 3.70 3.89  0.104
24 H -2.98 4.67 1.79  0.120
25 H -3.74 5.23 -0.04  0.105
26 H -5.54 4.94 -1.66  0.095
27 H -5.81 2.81 -2.90  0.101
28 H -5.00 0.46 -3.30  0.106
29 H -3.42 -1.37 -2.68  0.085
30 H -1.71 -0.92 -0.89  0.080
31 H -2.24 6.17 3.32  0.101
32 Se 4.23 5.79 -2.03  -0.351
33 Sb 3.15 4.86 -0.06  -0.342
34 Se 2.70 2.36 -0.16  0.052
35 Se 0.68 5.04 -0.40  0.074
36 Se 4.18 5.50 2.02  -0.276
37 O -1.14 -0.70 1.63  -0.017
38 C 0.03 -0.38 1.42  -0.659
39 O 0.45 0.29 0.40  -0.229
40 C 1.07 -0.87 2.44  -0.153
41 C 0.87 -2.38 2.68  -0.254
42 Ge 1.39 -3.67 1.28  1.036
43 C 3.19 -3.53 0.54  -0.266
44 C 4.05 -4.63 0.58  -0.118
45 C 5.32 -4.58 0.03  -0.105
46 C 5.76 -3.41 -0.57  -0.104
47 C 4.93 -2.31 -0.62  -0.077
48 C 3.65 -2.36 -0.07  -0.084
49 C 1.31 -5.46 2.10  -0.267
50 C 0.44 -6.45 1.64  -0.096
51 C 0.38 -7.70 2.25  -0.100
52 C 1.20 -7.99 3.33  -0.112
53 C 2.08 -7.02 3.80  -0.101
54 C 2.12 -5.77 3.19  -0.125
55 C 0.14 -3.71 -0.22  -0.261
56 C 0.53 -4.30 -1.42  -0.113
57 C -0.35 -4.44 -2.48  -0.101
58 C -1.66 -3.98 -2.35  -0.101
59 C -2.07 -3.38 -1.17  -0.110
60 C -1.17 -3.24 -0.11  -0.097
61 H 0.86 -0.34 3.38  0.115
62 H 2.08 -0.59 2.14  0.099
63 H -0.19 -2.53 2.85  0.067
64 H 1.40 -2.72 3.58  0.057
65 H 3.72 -5.56 1.05  0.084
66 H 5.96 -5.45 0.07  0.094
67 H 6.76 -3.36 -1.00  0.095
68 H 5.26 -1.38 -1.07  0.106
69 H 3.03 -1.48 -0.12  0.096
70 H -0.21 -6.24 0.79  0.094
71 H -0.30 -8.45 1.87  0.094
72 H 1.16 -8.96 3.81  0.092
73 H 2.72 -7.23 4.65  0.095
74 H 2.81 -5.02 3.57  0.104
75 H 1.55 -4.65 -1.53  0.097
76 H -0.03 -4.90 -3.41  0.093
77 H -2.36 -4.09 -3.18  0.094
78 H -3.07 -3.00 -1.07  0.098
79 H -1.49 -2.72 0.78  0.090
80 C -1.27 5.44 -4.65  -0.095
81 C -1.71 3.98 -4.79  -0.245
82 C -0.95 3.09 -3.86  -0.614
83 N -0.80 3.34 -2.62  0.010
84 N -0.05 2.42 -1.95  -0.184
85 C 0.31 1.40 -2.71  -0.700
86 N 0.90 0.29 -2.26  0.118
87 S -0.18 1.60 -4.36  1.074
88 H -1.88 6.09 -5.27  0.064
89 H -0.22 5.55 -4.93  0.082
90 H -1.36 5.75 -3.61  0.069
91 H -1.58 3.63 -5.82  0.093
92 H -2.78 3.89 -4.56  0.103
93 H 0.95 0.16 -1.24  0.034
94 H 1.29 -0.38 -2.89  0.100

Model Q:
# C41H36BrGeN5O3RuSSbSe4

A molecular structure, C41H36BrGeN5O3RuSSbSe4 (ωB97M-V with the def2-TZVPD basis set, OMol25).

The charge is -2. Its spin multiplicity is 2.

Last column: Löwdin charge in e.
Atoms and positions in Å:
1 Ru 0.54 -0.45 2.87  0.942
2 Br -3.86 4.12 6.60  0.625
3 C -2.59 2.80 6.06  -0.720
4 C -1.39 2.68 6.75  -0.177
5 C -0.47 1.75 6.31  -0.036
6 C -0.68 0.95 5.18  -0.385
7 O 0.31 0.18 4.79  -0.309
8 C -1.95 1.04 4.52  -0.172
9 C -2.34 0.20 3.44  -0.092
10 N -1.53 -0.73 2.92  -0.061
11 C -1.95 -1.70 2.09  -0.237
12 C -3.29 -2.04 1.80  -0.045
13 C -3.58 -3.09 0.94  -0.125
14 C -2.60 -3.86 0.35  -0.109
15 C -1.24 -3.57 0.64  -0.176
16 C -0.16 -4.29 0.07  -0.025
17 C 1.12 -3.96 0.39  -0.059
18 C 1.35 -2.93 1.30  -0.138
19 N 0.37 -2.24 1.86  -0.060
20 C -0.92 -2.52 1.52  -0.143
21 C -2.87 1.99 4.98  -0.120
22 H -1.19 3.31 7.61  0.087
23 H 0.49 1.65 6.81  0.106
24 H -3.35 0.29 3.06  0.100
25 H -4.09 -1.49 2.27  0.082
26 H -4.62 -3.31 0.73  0.093
27 H -2.84 -4.67 -0.33  0.092
28 H -0.37 -5.09 -0.63  0.110
29 H 1.97 -4.47 -0.05  0.095
30 H 2.36 -2.65 1.60  0.065
31 H -3.82 2.09 4.47  0.097
32 Se 6.68 -1.62 4.40  -0.234
33 Sb 5.31 0.11 3.51  -0.188
34 Se 2.81 -0.66 3.41  0.110
35 Se 3.60 0.88 5.15  0.045
36 Se 6.19 1.37 1.67  -0.177
37 O 1.33 1.60 -0.59  -0.048
38 C 0.42 0.85 -0.21  -0.678
39 O 0.51 -0.02 0.69  -0.122
40 C -0.92 0.97 -0.94  -0.159
41 C -0.69 1.17 -2.44  -0.263
42 Ge 0.11 -0.33 -3.39  1.041
43 C -1.36 -1.57 -3.82  -0.257
44 C -1.76 -1.82 -5.13  -0.112
45 C -2.86 -2.62 -5.40  -0.107
46 C -3.60 -3.16 -4.37  -0.108
47 C -3.21 -2.93 -3.05  -0.087
48 C -2.09 -2.16 -2.78  -0.085
49 C 0.68 0.38 -5.14  -0.262
50 C 1.94 0.09 -5.68  -0.095
51 C 2.32 0.57 -6.92  -0.098
52 C 1.45 1.35 -7.66  -0.113
53 C 0.19 1.65 -7.15  -0.104
54 C -0.18 1.17 -5.90  -0.122
55 C 1.59 -1.40 -2.70  -0.258
56 C 1.73 -2.68 -3.24  -0.123
57 C 2.78 -3.50 -2.85  -0.112
58 C 3.70 -3.06 -1.90  -0.111
59 C 3.57 -1.78 -1.37  -0.070
60 C 2.53 -0.95 -1.77  -0.071
61 H -1.44 1.84 -0.52  0.119
62 H -1.53 0.09 -0.73  0.094
63 H -0.05 2.04 -2.56  0.071
64 H -1.63 1.36 -2.97  0.066
65 H -1.20 -1.40 -5.95  0.088
66 H -3.15 -2.80 -6.43  0.092
67 H -4.48 -3.76 -4.57  0.092
68 H -3.77 -3.36 -2.23  0.087
69 H -1.80 -2.01 -1.75  0.092
70 H 2.63 -0.52 -5.11  0.095
71 H 3.30 0.33 -7.31  0.095
72 H 1.74 1.73 -8.63  0.091
73 H -0.49 2.27 -7.72  0.094
74 H -1.16 1.42 -5.52  0.100
75 H 1.02 -3.05 -3.97  0.095
76 H 2.88 -4.49 -3.28  0.093
77 H 4.51 -3.70 -1.59  0.099
78 H 4.28 -1.42 -0.63  0.108
79 H 2.45 0.04 -1.35  0.083
80 C -1.45 5.74 3.72  -0.107
81 C -0.16 5.32 4.42  -0.243
82 C 0.58 4.28 3.63  -0.626
83 N 0.09 3.12 3.40  0.046
84 N 0.92 2.30 2.67  0.004
85 C 2.02 2.90 2.32  -0.731
86 N 2.98 2.29 1.59  0.060
87 S 2.15 4.52 2.93  1.055
88 H -1.99 6.48 4.32  0.061
89 H -2.09 4.87 3.59  0.064
90 H -1.24 6.17 2.74  0.070
91 H -0.39 4.89 5.40  0.093
92 H 0.49 6.18 4.58  0.093
93 H 2.60 1.67 0.88  0.063
94 H 3.81 2.80 1.33  0.009

Computed stability ranking, most favorable first: model P, model Q